Here is a structure of composition C9H14N4O4 at a distorted geometry from the OMol25 dataset. Energies are from ωB97M-V/def2-TZVPD.

Element x y z (Å)
C 1.153 -0.748 1.803
C 0.817 -1.041 0.434
C 2.539 -1.333 1.900
C -1.064 -0.566 -1.220
C -0.937 -1.672 -2.311
C -0.603 0.644 -1.964
C -0.981 1.887 -1.169
C -1.940 2.972 -1.394
C -1.045 3.108 0.643
H 0.454 -0.983 3.650
H 0.274 -2.416 2.568
H 1.284 0.263 2.157
H 3.087 -1.420 2.865
H 3.281 -0.732 1.280
H 2.897 -2.673 0.302
H -1.081 -0.053 0.935
H -2.162 -0.745 -1.135
H -0.840 0.768 -3.043
H 0.584 0.678 -2.133
H -2.604 3.189 -2.281
H -1.253 3.296 1.820
H -2.570 4.406 0.254
H 0.913 -1.939 -1.968
N 0.201 -1.334 2.704
N -0.501 -0.854 0.125
N -0.460 2.063 0.086
N -1.961 3.620 -0.132
O 1.591 -1.515 -0.461
O 2.523 -2.750 1.379
O -1.915 -2.192 -2.811
O 0.320 -1.929 -2.882

Computed properties:
* electronic energy: -23706.687 eV
* HOMO-LUMO gap: 0.3429 Eh
* max |F|: 5.66 eV/A
* total charge: 0
* ΔE to the lowest compared entry with this formula, charge and spin: 506.5 kJ/mol